78
Properties=species:S:1:pos:R:3:forces:R:3:mulliken_charge:R:1 method="wB97M-V/def2-TZVPD" multiplicity=1 charge=+2 e_above_lowest_kj_mol=0.0
Ga -0.0457 1.6037 0.3330 0.1 0.2 -0.1 0.461
C 1.0870 -1.6128 0.8198 0.1 -0.1 0.0 0.420
C 0.0494 -1.2046 1.8109 0.0 -0.1 0.0 1.005
C -0.4649 -2.1507 2.6995 -0.1 0.0 0.0 -0.755
C -1.3973 -1.7741 3.6415 0.1 0.0 -0.1 -0.934
C -1.8005 -0.4441 3.6954 0.0 0.0 -0.1 -1.141
C -1.2696 0.4410 2.7812 -0.1 0.0 0.0 1.065
N -0.3745 0.0665 1.8415 0.1 0.1 0.1 0.496
C -1.6375 1.8794 2.7606 0.0 0.0 0.0 0.677
C -2.3499 2.5274 3.7577 0.0 0.0 -0.1 -1.045
C -2.5910 3.8859 3.6217 0.0 0.0 0.0 -0.961
C -2.1116 4.5701 2.5153 0.0 0.0 0.0 -0.990
C -1.3975 3.8671 1.5578 0.0 0.1 0.0 0.848
N -1.1943 2.5556 1.6946 -0.1 -0.2 0.0 0.231
C -0.8426 4.4616 0.3205 0.0 0.0 0.0 0.559
C -0.7689 5.8259 0.1455 0.0 -0.1 0.0 -1.057
C -0.3012 6.3075 -1.0707 0.0 0.0 0.0 -0.782
C 0.0276 5.4057 -2.0558 0.0 0.0 0.0 -0.913
C -0.0542 4.0328 -1.8145 0.0 0.0 0.0 1.153
C 0.2907 3.0833 -2.9127 0.0 0.0 0.0 -1.115
N -0.4514 3.5704 -0.6172 0.2 0.1 0.2 0.308
H 0.6188 -2.0059 -0.0864 0.0 0.0 0.0 -0.493
H 1.7379 -0.7821 0.5526 -0.1 -0.1 0.0 -1.052
H 1.6898 -2.4195 1.2341 0.0 0.0 0.0 0.788
H -0.1187 -3.1738 2.6260 0.0 0.0 0.0 0.527
H -1.8039 -2.4967 4.3354 0.0 0.0 0.0 0.484
H -2.5233 -0.1217 4.4290 0.0 0.0 0.0 0.457
H -2.7016 1.9962 4.6283 0.0 0.0 0.0 0.509
H -3.1520 4.4128 4.3815 0.0 0.0 0.0 0.464
H -2.3052 5.6249 2.3974 0.0 0.0 0.0 0.461
H -1.0604 6.5062 0.9309 0.0 0.0 0.0 0.432
H -0.2169 7.3712 -1.2444 0.0 0.0 0.0 0.467
H 0.3515 5.7444 -3.0295 0.0 0.0 0.0 0.506
H 0.1741 3.5771 -3.8752 0.0 0.0 0.0 0.631
H 1.3255 2.7527 -2.8263 0.0 0.0 0.0 0.195
H -0.3540 2.2093 -2.8949 0.0 0.0 0.0 0.033
C 1.8041 -6.1895 1.5278 0.1 0.0 0.0 -0.934
O 0.5334 -5.6382 1.2056 -0.1 0.0 0.0 -0.436
C 0.3181 -5.2611 -0.0841 0.0 0.0 0.1 0.557
C 1.3247 -5.1058 -1.0328 -0.1 0.0 0.1 -0.452
C 1.0057 -4.6327 -2.2979 -0.1 0.1 -0.2 -0.527
C -0.3105 -4.3503 -2.6319 -0.1 0.2 0.1 0.192
C -1.3250 -4.5953 -1.7118 0.0 0.1 0.0 -0.175
C -1.0097 -5.0141 -0.4335 0.0 0.0 0.0 -0.559
N -0.6588 -3.9487 -3.9756 0.3 -0.1 -0.1 -0.418
N -0.3910 -2.8193 -4.3986 -0.3 0.1 0.1 -0.483
C 0.0844 -1.7998 -3.4974 0.1 -0.1 0.1 0.148
C 1.3798 -1.3637 -3.5153 -0.1 -0.1 0.1 -0.718
C 1.8385 -0.3662 -2.6255 0.0 0.0 0.0 -0.539
C 0.9810 0.2147 -1.7295 0.0 0.0 -0.1 -0.184
O 1.3460 1.1275 -0.8132 -0.1 -0.2 0.0 -0.470
C -0.3892 -0.1634 -1.7756 0.1 0.0 0.0 -0.160
N -1.2132 0.4740 -0.8960 -0.1 0.1 0.0 0.303
C -2.5037 0.2029 -0.8882 -0.1 0.0 0.0 0.055
C -3.0697 -0.7192 -1.7741 0.1 0.0 0.0 -1.307
C -2.2541 -1.3947 -2.6485 0.0 0.0 0.0 -0.660
C -0.8641 -1.1465 -2.6584 0.0 -0.1 -0.1 0.602
H 1.7381 -6.5161 2.5613 0.0 0.0 0.0 0.262
H 2.6008 -5.4460 1.4319 0.0 0.0 0.0 0.333
H 2.0298 -7.0459 0.8895 0.0 0.0 0.0 0.410
H 2.3526 -5.3458 -0.8069 0.0 0.0 0.0 0.497
H 1.7867 -4.5201 -3.0382 0.0 0.0 0.0 0.464
H -2.3594 -4.4631 -2.0019 0.0 0.0 0.0 0.497
H -1.7837 -5.2020 0.2985 0.0 0.0 0.0 0.534
H 2.0817 -1.8222 -4.1994 0.0 0.0 0.0 0.562
H 2.8804 -0.0752 -2.6321 0.0 0.0 0.0 0.610
H -3.1145 0.7313 -0.1655 0.0 0.0 0.0 0.582
H -4.1356 -0.8914 -1.7547 0.0 0.0 0.0 0.484
H -2.6748 -2.1097 -3.3426 0.0 0.0 0.0 0.739
C 3.7892 1.4999 1.3539 0.0 0.0 0.0 -1.004
C 2.9131 2.6977 1.0924 0.0 0.1 0.0 -0.222
O 1.5269 2.4620 1.5052 -0.1 0.0 0.0 -0.334
H 4.8124 1.7293 1.0580 0.0 0.0 0.0 0.430
H 3.4488 0.6418 0.7775 0.0 0.0 0.0 0.044
H 3.8071 1.2442 2.4148 0.0 0.0 0.0 0.377
H 2.8476 2.9347 0.0341 0.0 0.0 0.0 0.119
H 3.2528 3.5793 1.6364 0.0 0.0 0.0 0.494
H 1.5097 2.3147 2.4584 0.0 0.0 0.0 0.346